# 1
The following is a DFT calculation (the ωB97M-V functional and the def2-TZVPD basis) of a structure of composition C36H38BrCaN8SSeSi2.

The charge is +1. The max |F| is 0.46 eV/Å. As for the total energy: -230287.742 eV.

Atoms and positions in Å:
H -1.119 -2.632 -6.320
H 4.096 0.837 -1.077
C 4.060 2.256 1.977
S 2.910 -3.543 -7.439
C -4.364 -1.264 2.334
C -5.687 -3.248 1.042
H -5.398 -1.301 4.991
N -3.830 -1.750 1.213
H -1.073 5.852 -2.984
C 0.299 2.769 -2.190
H -2.936 -1.957 -4.717
H -0.692 4.399 1.746
H 1.508 -2.532 1.333
C 0.687 -2.020 -3.519
C 2.829 -2.900 -5.170
C -4.487 -2.712 0.611
H -7.049 -1.546 4.425
H -0.249 3.574 0.260
C 2.061 -2.119 -2.985
H 3.557 -1.701 -0.120
Si -0.598 1.966 2.133
H 1.362 -1.216 5.316
H -1.500 -1.029 4.007
H 2.898 -1.659 2.015
C 0.989 5.455 -2.597
C -1.897 -1.977 -4.423
H 2.058 -2.885 2.958
H 2.416 2.431 -1.827
C -0.313 5.126 -2.735
N 1.424 -3.142 -6.960
H -2.590 2.281 0.657
C 1.982 4.467 -2.270
H -6.208 -0.038 4.071
N -0.157 1.536 -2.007
C 3.111 -2.578 -3.785
N -0.286 -1.620 -2.680
H -1.213 1.412 4.492
C 2.782 1.886 2.321
H 2.551 -0.129 4.609
Si 0.758 -0.757 2.977
H -2.302 -1.344 -2.414
C 1.988 1.129 1.437
C -6.222 -2.726 2.208
H 5.576 2.134 0.429
H 0.009 2.681 4.465
C -5.557 -1.711 2.888
C 4.377 -2.728 -3.218
H -3.803 -0.473 2.820
C -0.697 3.760 -2.535
H 3.013 4.782 -2.181
C -0.908 -1.572 3.265
H -1.668 3.064 4.077
H 0.969 3.862 1.501
H 5.503 -2.546 -1.397
C 4.548 -2.428 -1.887
H 0.986 0.498 5.142
C 1.517 -2.804 -5.683
Ca 0.522 -0.362 -0.495
Br -3.696 -3.406 -0.981
H -3.075 1.599 2.198
H 2.366 2.162 3.282
H 5.192 -3.088 -3.832
H 1.306 6.480 -2.736
C 3.752 1.152 -0.095
C 0.414 -2.382 -4.842
C -2.309 1.551 1.420
C 4.574 1.874 0.736
H -7.159 -3.113 2.589
C 1.912 -2.070 2.244
H -1.509 -1.648 2.356
H -6.175 -4.039 0.493
C -0.905 -2.350 -5.298
C 0.623 0.625 1.762
N 3.716 -3.310 -6.063
N 2.246 -1.794 -1.693
C -6.083 -1.117 4.163
N -1.939 3.327 -2.634
C 3.453 -1.959 -1.166
C -1.534 -1.622 -3.127
H 4.667 2.829 2.666
C -0.886 2.309 3.961
Se -1.928 1.602 -2.299
C 1.482 -0.347 4.663
H -2.377 0.552 0.976
H -0.756 -2.582 3.654
C -0.076 3.593 1.340
N 2.499 0.800 0.228
C 1.667 3.167 -2.073

Forces on atoms 1 to 3 (eV/Å):
H 0.00 0.00 0.00
H 0.01 0.00 0.01
C 0.02 0.00 -0.02

=====

# 2
The following is a DFT calculation (the ωB97M-V functional and the def2-TZVPD basis) of a structure of composition C6H9N2.

The charge is +1. The max |F| is 5.36 eV/Å. As for the total energy: -9338.427 eV.

Atoms and positions in Å:
H -2.450 -1.547 0.699
N 1.982 -1.037 -0.002
H -3.176 0.617 -0.320
C -1.658 -0.920 0.235
H -1.512 2.523 -0.335
H -0.171 -2.375 0.545
H 0.367 -0.265 -1.436
C 0.700 -0.520 -0.383
C -2.182 0.371 -0.071
H 2.529 -1.501 -0.754
H 2.336 1.183 0.515
C 0.487 0.904 0.045
H 1.303 2.602 0.367
N 1.484 1.659 0.331
C -0.420 -1.376 0.127
C -1.341 1.453 -0.222
H 1.722 -1.769 0.658

Forces on atoms 1 to 3 (eV/Å):
H 0.86 -0.01 -0.48
N 0.54 -0.66 -0.82
H -1.36 -0.34 0.24

=====

# 3
The following is a DFT calculation (the ωB97M-V functional and the def2-TZVPD basis) of a structure of composition C13H19F3NO7PV.

The charge is +1. The max |F| is 3.39 eV/Å. As for the total energy: -72730.363 eV.

Atoms and positions in Å:
H 3.413 -2.654 -1.595
C -3.166 -0.615 -0.826
C 0.976 -1.774 1.952
H -0.962 -0.411 -3.598
C -2.268 0.449 -0.827
H -1.273 1.954 -1.997
O -4.835 4.456 1.387
O 2.145 -1.153 -2.121
H -3.404 -1.070 2.530
C -1.805 0.996 0.407
H 2.186 -3.581 0.077
O 2.160 -1.831 1.206
C 1.980 -2.512 -0.035
H -1.100 1.819 0.375
H 0.764 -2.737 2.441
C 1.177 -0.717 3.063
C -3.093 -0.622 1.593
F 0.802 0.512 2.639
H 3.072 0.699 0.995
C -0.673 0.005 -2.628
H -0.578 -0.851 -1.955
O -4.689 2.555 -1.312
C -3.567 -1.134 0.368
H 4.347 1.735 0.961
C 3.043 2.056 -0.542
H -2.568 1.034 -2.883
H 0.951 -2.344 -0.385
H -1.868 0.840 2.541
O 2.774 1.353 -1.779
P 1.633 0.273 -1.686
F 2.483 -0.607 3.338
C -1.783 0.999 -2.128
V -4.582 3.410 0.136
H 3.744 2.854 -0.799
H -3.534 -1.036 -1.755
N 3.721 1.186 0.385
F 0.506 -1.030 4.169
H -4.258 -1.971 0.379
C -2.238 0.442 1.601
H 3.667 -1.232 -0.624
C 2.884 -1.843 -1.084
O 0.565 0.688 -2.808
H 2.158 2.553 -0.132
O 0.962 0.309 -0.373
H 0.130 -1.453 1.330

Forces on atoms 1 to 3 (eV/Å):
H -0.12 0.31 -0.27
C 0.10 0.00 -0.14
C 0.10 0.14 0.61

=====

# 4
The following is a DFT calculation (the ωB97M-V functional and the def2-TZVPD basis) of a cluster of 2 separate species, C2H2N3O3P in total.

The charge is -2. The max |F| is 1.08 eV/Å. As for the total energy: -22008.840 eV.

Atoms and positions in Å:
O -3.585 0.935 0.592
H 3.739 0.728 0.111
N 1.745 1.482 0.108
C 0.537 0.837 0.018
O -2.580 -1.406 0.861
N 0.864 -0.471 -0.069
H 0.212 -1.240 -0.143
P -2.914 -0.249 -0.011
N 2.221 -0.717 -0.043
C 2.671 0.520 0.064
O -2.912 -0.419 -1.488

Forces on atoms 1 to 3 (eV/Å):
O 0.25 0.04 -0.04
H -0.08 -0.13 -0.01
N -0.28 0.45 -0.01